Here is a structure of composition C19H30ClN6O4S at a distorted geometry from the Open Molecules 2025 dataset. Energies are from ωB97M-V/def2-TZVPD.

```
61
Properties=species:S:1:pos:R:3
C 5.74 0.24 0.31
C 4.52 1.14 0.55
C 3.63 1.26 -0.69
N 2.29 1.77 -0.33
C 1.18 1.23 -0.94
N 1.14 -0.08 -1.28
C 0.10 -0.68 -1.87
C -1.03 0.05 -2.15
C -1.07 1.40 -1.79
C -2.33 2.11 -2.14
O -3.26 2.21 -1.43
O -2.28 2.63 -3.42
Cl -3.48 1.93 -4.38
C 0.02 2.01 -1.17
C -0.04 3.45 -0.75
C -1.13 3.68 0.36
C -0.57 4.03 1.76
C -1.11 3.08 2.84
C -0.06 2.04 3.21
C 0.24 1.15 1.99
C 0.04 -0.36 2.10
S 1.30 -1.02 0.97
C 0.59 -2.36 0.13
N 0.78 -2.49 -1.15
N 0.13 -3.66 -1.51
C -0.42 -4.12 -0.43
O -0.16 -3.33 0.66
H 5.88 -0.40 1.17
H 5.59 -0.43 -0.54
H 6.65 0.81 0.18
H 3.95 0.76 1.39
H 4.88 2.13 0.77
H 3.60 0.32 -1.24
H 4.11 1.98 -1.35
H 2.18 1.83 0.67
H 1.94 -0.67 -1.07
H 0.18 -1.73 -2.09
H -1.86 -0.45 -2.62
H 0.90 3.76 -0.33
H -0.20 4.09 -1.61
H -1.80 4.45 0.02
H -1.69 2.77 0.46
H 0.52 4.04 1.80
H -0.89 5.04 2.02
H -2.00 2.60 2.43
H -1.42 3.62 3.73
H -0.34 1.47 4.09
H 0.86 2.55 3.47
H -0.35 1.49 1.14
H 1.29 1.29 1.73
H -0.95 -0.62 1.73
H 0.17 -0.75 3.10
H -1.01 -5.00 -0.34
C -3.87 -6.45 -0.88
O -2.70 -6.29 -0.57
N -4.87 -6.56 0.04
N -4.27 -6.55 -2.19
H -5.83 -6.71 -0.20
H -4.61 -6.51 1.01
H -3.55 -6.49 -2.89
H -5.22 -6.70 -2.47
```

## Properties
E_HOMO	-11.9	eV
Kohn-Sham gap	8.4	eV
net charge	+1
2S+1	1

Here is a structure of composition C19H30F4IrN6O3 at a distorted geometry from the Open Molecules 2025 dataset. Energies are from ωB97M-V/def2-TZVPD.

```
63
Properties=species:S:1:pos:R:3
Ir -0.36 -0.88 0.01
C 1.37 -3.18 3.48
C 0.52 -2.68 2.32
N 0.80 -1.28 1.89
C 2.25 -1.06 1.67
C 2.87 -2.01 0.65
C 0.27 -0.27 2.84
C -1.21 -0.05 2.63
N -1.41 0.28 1.23
C -2.56 0.90 0.79
C -2.70 1.27 -0.56
F -1.71 0.96 -1.45
C -3.80 1.93 -1.05
F -3.82 2.24 -2.35
C -4.85 2.28 -0.24
C -4.76 1.92 1.09
F -5.76 2.20 1.93
C -3.67 1.23 1.59
F -3.72 0.88 2.89
H 0.94 -4.11 3.86
H 1.39 -2.48 4.31
H 2.39 -3.39 3.18
H -0.54 -2.72 2.61
H 0.65 -3.32 1.45
H 2.76 -1.17 2.63
H 2.36 -0.03 1.35
H 3.14 -2.96 1.10
H 3.79 -1.56 0.27
H 2.21 -2.20 -0.19
H 0.80 0.66 2.64
H 0.47 -0.55 3.87
H -1.54 0.74 3.30
H -1.77 -0.95 2.91
H -5.72 2.80 -0.62
N -1.98 -2.22 0.25
N -1.76 -3.35 -0.57
C -0.71 -3.30 -1.51
O -0.69 -4.07 -2.43
O 0.20 -2.41 -1.20
H -2.12 -2.52 1.21
H -2.80 -1.69 -0.05
H -2.59 -3.87 -0.85
C 0.59 2.88 0.03
N 1.11 2.46 -1.25
C 1.41 3.54 -2.19
C 1.49 3.02 -3.61
C 2.43 1.83 -3.63
N 1.95 0.82 -2.68
C 2.24 -0.57 -3.00
C 1.40 1.17 -1.51
O 1.20 0.27 -0.63
H -0.36 3.39 -0.10
H 1.30 3.57 0.51
H 0.45 2.02 0.68
H 2.35 4.02 -1.90
H 0.62 4.29 -2.09
H 1.85 3.80 -4.27
H 0.50 2.71 -3.95
H 3.44 2.14 -3.36
H 2.46 1.37 -4.61
H 1.94 -0.76 -4.03
H 1.68 -1.24 -2.36
H 3.30 -0.78 -2.90
```

## Properties
E_HOMO (alpha / beta)	-10.5 / -10.5	eV
Kohn-Sham gap (alpha / beta)	6.6 / 6.1	eV
energy above the lowest of the compared OMol25 structures with the same formula, charge and spin	1.227	eV
net charge	+1
2S+1	1

Here is a cluster of 2 separate species, C19H30FN4O5 in total from the Open Molecules 2025 dataset. Energies are from ωB97M-V/def2-TZVPD.

```
59
Properties=species:S:1:pos:R:3
C 0.67 3.50 0.34
C -0.80 3.88 0.66
C -1.65 2.83 1.39
O -0.87 1.88 2.18
N -0.69 0.71 1.54
C -0.49 0.32 0.28
N -0.34 -1.00 0.21
C -0.41 -1.48 1.46
N -0.27 -2.74 1.83
C -0.27 -3.24 3.19
C 0.88 -2.64 4.01
O 1.71 -1.94 3.47
C 0.90 -2.99 5.46
C -0.19 -2.69 6.27
C -0.15 -3.02 7.62
C 0.96 -3.66 8.14
C 2.05 -3.97 7.33
C 2.02 -3.63 5.98
N -0.65 -0.43 2.28
F -0.82 -0.34 3.60
H 1.36 4.17 0.84
H 0.85 3.57 -0.73
H 0.94 2.49 0.65
H -0.78 4.78 1.28
H -1.32 4.12 -0.26
H -2.30 2.28 0.71
H -2.29 3.31 2.13
H -0.48 1.01 -0.55
H -0.04 -3.37 1.07
H -1.21 -3.04 3.70
H -0.14 -4.32 3.16
H -1.07 -2.19 5.87
H -0.99 -2.77 8.25
H 0.99 -3.93 9.19
H 2.92 -4.46 7.74
H 2.86 -3.84 5.33
C -2.47 2.59 -4.13
O -1.40 1.73 -3.78
C -1.64 0.35 -3.94
C -0.62 -0.36 -4.81
O -0.57 0.06 -6.16
C -0.02 1.33 -6.48
C 1.47 1.46 -6.31
O 1.90 1.33 -4.97
C 2.93 0.39 -4.75
H -3.08 2.84 -3.25
H -2.04 3.52 -4.52
H -3.11 2.15 -4.90
H -2.65 0.17 -4.33
H -1.58 -0.12 -2.95
H -0.93 -1.40 -4.86
H 0.37 -0.34 -4.35
H -0.55 2.13 -5.97
H -0.22 1.44 -7.55
H 1.75 2.46 -6.67
H 1.98 0.73 -6.95
H 2.85 -0.46 -5.43
H 2.84 0.02 -3.73
H 3.92 0.85 -4.87
```

## Properties
E_HOMO	-11.0	eV
Kohn-Sham gap	8.3	eV
energy above the lowest of the compared OMol25 structures with the same formula, charge and spin	0.000	eV
net charge	+1
2S+1	1

Number 1: calculated total energy -2229.45770 hartree. Number 2: calculated total energy -1799.81968 hartree. Number 3: calculated total energy -1436.58163 hartree.